[1]
Here is a molecular structure, C10H10BrIMn from the OMol25 dataset. Energies are from ωB97M-V/def2-TZVPD.

Results
Kohn-Sham gap (alpha / beta) ... 4.61 / 5.30 eV
⟨S²⟩ ... 4.177
LUMO level (alpha / beta) ... -2.85 / -1.87 eV
Multiplicity ... 4
HOMO level (alpha / beta) ... -0.27418 / -0.26334 hartree

XYZ file:
```
23
Properties=species:S:1:pos:R:3:lowdin_charge:R:1
C 1.50336 -0.09701 2.05541 -0.16
C 0.17427 0.39155 1.80598 -0.24
C -0.43855 -0.50907 0.86842 -0.14
H -0.30294 1.27878 2.19338 0.07
C 0.54299 -1.45796 0.44906 -0.22
C 1.75127 -1.19592 1.18767 -0.14
H 2.66134 -1.78278 1.17351 0.12
H 2.17063 0.25493 2.81870 0.13
H -1.49829 -0.48316 0.62622 0.13
H 0.39239 -2.27674 -0.24877 0.10
Mn 1.30941 0.56054 0.03087 0.00
Br 1.23423 2.84218 0.75115 0.34
C 3.54409 1.18000 -1.89310 -0.30
C 4.19851 0.00599 -1.43727 -0.15
C 4.56475 0.19775 -0.06821 -0.14
H 4.46012 -0.85498 -2.04886 0.10
C 4.15459 1.50133 0.31155 -0.18
C 3.56153 2.12477 -0.82564 -0.24
H 3.26052 3.16769 -0.93193 0.06
H 3.15531 1.37548 -2.88666 0.05
H 5.18764 -0.47193 0.52840 0.10
H 4.26934 1.94990 1.29917 0.09
I 0.76554 -0.08092 -2.24824 0.62
```

[2]
Here is 2 unconnected molecules or ions with the total composition CH3BrN4 from the OMol25 dataset. Energies are from ωB97M-V/def2-TZVPD.

Results
Kohn-Sham gap ... 10.01 eV
LUMO level ... 0.27 eV
HOMO level ... -0.35784 hartree

XYZ file:
```
9
Properties=species:S:1:pos:R:3:lowdin_charge:R:1
C -0.43102 -1.40946 0.58735 -0.16
N 2.73091 1.18463 -0.94597 0.15
N 1.62139 1.42466 -0.94436 -0.34
N 0.48643 1.76084 -0.83864 0.10
N -1.10852 -0.35889 0.44351 -0.55
Br -2.86411 -0.28165 0.99054 0.64
H 0.65635 -1.44303 0.18496 0.11
H -0.75520 -2.29090 0.92158 0.01
H -0.33622 1.41381 -0.39897 0.03
```

[3]
Here is a gas-phase ion, C4H8NO3 (charge -1) from the OMol25 dataset. Energies are from ωB97M-V/def2-TZVPD.

Results
Kohn-Sham gap ... 6.04 eV
LUMO level ... 3.24 eV
HOMO level ... -0.10296 hartree
SMILES ... N[C@H](C[O-])CC(=O)O
Net charge ... -1

XYZ file:
```
16
Properties=species:S:1:pos:R:3:lowdin_charge:R:1
N 0.15040 -0.34783 -1.84406 -0.07
C -0.23983 -0.02807 -0.47557 -0.32
C -1.16886 1.50187 -0.67204 -0.45
O -1.27136 1.76683 -1.94570 -0.34
C 0.95762 0.05203 0.54597 -0.10
C 0.98133 -1.20133 1.43915 -0.54
O 1.77596 -2.10355 1.54667 0.04
O -0.08317 -1.31120 2.29235 0.00
H 0.39573 0.60629 -2.37625 0.11
H -0.68325 -0.63659 -2.36143 0.05
H -0.89429 -1.00868 -0.10478 0.15
H -0.70502 2.24713 -0.08793 0.04
H -2.09274 1.42089 -0.21385 0.03
H 0.90414 0.95192 1.22516 0.11
H 1.96574 0.21774 0.06686 0.12
H 0.00759 -2.12746 2.96546 0.18
```

[4]
Here is 7 unconnected molecules or ions with the total composition H14O7 from the OMol25 dataset. Energies are from ωB97M-V/def2-TZVPD.

Results
Kohn-Sham gap ... 10.34 eV
LUMO level ... 0.31 eV
HOMO level ... -0.36866 hartree
SMILES ... O.O.O.O.O.O.O

XYZ file:
```
21
Properties=species:S:1:pos:R:3:lowdin_charge:R:1
O -0.81216 -0.04015 0.41480 -0.04
H -0.00113 -0.56062 0.43288 0.03
H -0.54447 0.79756 0.02038 0.02
O -2.08335 0.96200 -2.70150 -0.04
H -1.41486 1.22422 -3.34443 0.03
H -1.57877 0.77341 -1.90223 0.00
O -0.35756 -2.59903 1.84146 -0.06
H -0.08291 -2.73130 0.92710 0.03
H 0.20659 -3.19700 2.34461 0.04
O 2.39300 1.33859 3.38865 -0.04
H 3.19059 1.48672 2.86818 0.07
H 2.38445 2.06883 4.01767 0.07
O 0.31589 -0.07728 3.23993 -0.09
H 1.22122 0.21460 3.08441 -0.03
H -0.18994 0.74186 3.28605 0.03
O 0.81146 2.10515 -2.43472 -0.05
H 0.45523 2.69532 -3.10836 0.04
H 0.03626 1.64781 -2.08992 -0.01
O -1.01942 -2.02361 -3.40896 -0.06
H -1.59167 -2.32424 -2.69402 0.03
H -1.33844 -2.50284 -4.18198 0.03
```

[5]
Here is a molecular structure, C30H36BaBrN6O2 from the OMol25 dataset. Energies are from ωB97M-V/def2-TZVPD.

Results
Kohn-Sham gap ... 8.63 eV
LUMO level ... -2.08 eV
HOMO level ... -0.39358 hartree
Net charge ... +1

XYZ file:
```
76
Properties=species:S:1:pos:R:3:lowdin_charge:R:1
Ba -0.09542 0.18125 -0.28409 1.90
C 2.85293 -1.09447 1.49271 -0.19
C 1.96348 -1.87448 2.45016 -0.11
C 0.69489 -2.50210 1.91218 -0.30
C -0.24802 -2.98024 2.81860 -0.01
C -1.32708 -3.71046 2.35301 -0.04
C -1.43629 -3.94858 0.99171 -0.05
C -0.48037 -3.40424 0.15840 -0.16
N 0.56222 -2.68552 0.59553 0.03
N 2.43136 0.27890 1.17219 -0.25
C 3.37108 0.81056 0.18658 -0.17
C 3.01866 2.13372 -0.44720 -0.29
C 4.03124 3.06098 -0.67527 -0.01
C 3.73863 4.23898 -1.34121 -0.04
C 2.43384 4.47652 -1.74381 -0.04
C 1.48005 3.51957 -1.45592 -0.13
N 1.76256 2.36828 -0.83849 0.00
C 2.35647 1.15126 2.34427 -0.13
C 1.06694 1.09281 3.13025 -0.29
C 1.09790 1.10490 4.51852 -0.02
C -0.09694 1.13168 5.22072 -0.04
C -1.28974 1.14905 4.51651 -0.04
C -1.23268 1.14238 3.13354 -0.11
N -0.08381 1.11496 2.45357 0.02
H 2.92938 -1.64091 0.55123 0.11
H 3.85888 -1.06646 1.93972 0.13
H 1.73118 -1.29327 3.34231 0.10
H 2.57535 -2.70920 2.80750 0.14
H -0.12313 -2.79142 3.87767 0.12
H -2.06900 -4.09311 3.04181 0.12
H -2.25715 -4.52086 0.58283 0.12
H -0.55073 -3.53288 -0.91664 0.11
H 3.45654 0.06392 -0.60704 0.09
H 4.36980 0.93606 0.63290 0.13
H 5.03917 2.86111 -0.33603 0.12
H 4.51655 4.96594 -1.53390 0.12
H 2.15975 5.38778 -2.25634 0.11
H 0.44139 3.67247 -1.73040 0.12
H 2.46108 2.18247 1.99587 0.13
H 3.19466 0.96573 3.03120 0.14
H 2.04525 1.08727 5.04211 0.12
H -0.09459 1.13788 6.30284 0.12
H -2.24464 1.16987 5.02218 0.11
H -2.13884 1.15840 2.53791 0.11
N -0.93550 0.56382 -3.13881 -0.07
C -0.05996 0.82743 -4.29068 -0.27
C 0.49950 -0.47649 -4.84326 -0.20
C 1.29200 -1.30557 -3.83646 -0.22
C 2.65296 -0.72214 -3.49311 -0.28
N 3.23399 -1.44732 -2.35277 0.00
H -1.63403 -0.13146 -3.38618 0.09
H -1.46814 1.39029 -2.88181 0.06
H 0.74955 1.48272 -3.95851 0.10
H -0.58453 1.34742 -5.09703 0.12
H 1.12399 -0.24662 -5.70993 0.12
H -0.33407 -1.07991 -5.21526 0.12
H 1.43934 -2.31196 -4.23774 0.12
H 0.71211 -1.42482 -2.91489 0.07
H 2.55828 0.33169 -3.21029 0.10
H 3.28615 -0.75812 -4.38587 0.12
H 4.23510 -1.28874 -2.31541 0.08
H 3.11437 -2.44591 -2.48712 0.08
Br -7.16073 -3.02805 1.26409 0.74
C -6.44277 -1.39763 0.60884 -0.67
C -7.29908 -0.37483 0.23304 -0.12
C -6.76081 0.81342 -0.24263 -0.06
C -5.38668 0.97217 -0.33981 -0.02
C -4.54264 -0.06299 0.03914 -0.14
C -5.07159 -1.25660 0.51791 -0.07
C -3.04840 0.08920 -0.04810 -0.69
O -2.56677 1.17652 -0.47137 -0.20
O -2.32656 -0.88433 0.31902 -0.26
H -8.36941 -0.50599 0.31255 0.10
H -7.42433 1.61634 -0.53595 0.11
H -4.95263 1.89364 -0.70392 0.12
H -4.40148 -2.05172 0.81213 0.10
```

[6]
Here is 2 unconnected molecules or ions with the total composition C2H6N4 from the OMol25 dataset. Energies are from ωB97M-V/def2-TZVPD.

Results
Kohn-Sham gap (alpha / beta) ... 6.59 / 7.66 eV
⟨S²⟩ ... 2.021
LUMO level (alpha / beta) ... 0.89 / -1.86 eV
Multiplicity ... 3
HOMO level (alpha / beta) ... -0.20916 / -0.34974 hartree

XYZ file:
```
12
Properties=species:S:1:pos:R:3:lowdin_charge:R:1
C 0.60963 1.30517 -0.46532 -0.04
C -0.76464 0.70224 1.31804 -0.10
N 0.11007 -2.52957 -2.54318 0.09
N 0.16494 -2.11499 -1.45704 -0.32
N 0.50446 -2.05173 -0.31120 0.13
N 0.32655 0.40611 0.34914 -0.17
H 0.05779 2.26522 -0.42463 0.08
H 1.42161 1.10665 -1.14963 0.08
H -0.27124 0.65832 2.32361 0.09
H -1.13252 1.70658 1.00497 0.07
H -1.44366 -0.24057 1.13551 0.12
H 0.41702 -1.21343 0.21972 -0.03
```